[1]
Formula: C5H8O2
Source: OMol25
Level of theory: the ωB97M-V functional and the def2-TZVPD basis

XYZ file:
```
15
Properties=species:S:1:pos:R:3:forces:R:3:lowdin_charge:R:1
C 1.2716 0.0626 -1.0658 0.083 -0.160 -0.044 -0.02
C 0.0663 0.9752 -1.0582 0.136 0.207 -0.100 -0.24
O -1.2250 0.5205 -0.7625 -0.086 0.091 -0.056 -0.05
C -1.1909 -0.6074 0.0946 0.253 -0.197 0.189 -0.28
C -0.5117 -0.3066 1.3256 -0.210 -0.013 -0.051 -0.19
O 0.5321 0.5404 1.3315 0.008 0.006 0.007 0.01
C 1.0315 0.9994 0.0907 0.072 0.144 -0.062 -0.21
H 1.1652 -1.0024 -0.8966 -0.014 0.171 0.001 0.11
H 2.0822 0.3238 -1.7401 -0.144 -0.019 0.108 0.11
H 0.0348 1.8018 -1.7620 0.031 -0.133 0.115 0.15
H -0.8867 -1.4733 -0.4899 -0.079 0.078 0.123 0.10
H -1.9080 -1.4885 0.8796 0.070 -0.034 0.073 0.10
H -0.9941 -0.2705 2.2915 0.040 -0.094 -0.142 0.11
H -1.1702 -1.9059 1.4919 -0.053 0.086 -0.102 0.14
H 1.7029 1.8312 0.2697 -0.107 -0.132 -0.059 0.15
```
Positions in Å, forces in eV/Å.

Output
**E_LUMO**: 0.02337 Ha
**Frontier orbital gap**: 9.21 eV

---

[2]
Formula: C3H6OS
Source: OMol25
Level of theory: the ωB97M-V functional and the def2-TZVPD basis

XYZ file:
```
11
Properties=species:S:1:pos:R:3:forces:R:3:lowdin_charge:R:1
C 1.4565 0.5613 -0.9895 0.078 -0.744 0.340 -0.61
O 2.4170 1.4785 -0.8124 0.211 0.196 0.265 -0.42
C 0.7120 -0.0301 0.2699 -0.533 0.783 -0.952 -0.33
C -0.5291 -0.8430 -0.1406 -0.078 0.238 1.385 -0.79
S -2.0355 -0.5727 0.9239 -0.017 -0.118 0.032 -0.12
H 1.8504 -0.3808 -1.4895 -0.207 0.083 -0.363 0.07
H 0.5922 0.9160 -1.6040 0.010 0.031 -0.323 0.06
H 1.3914 -0.6659 0.8407 0.072 0.333 0.394 0.08
H 0.3225 0.8445 0.8005 0.458 -0.169 0.493 0.06
H -0.8365 -0.5402 -1.1293 0.125 -0.378 -0.576 0.00
H -0.2845 -1.8949 -0.0152 -0.119 -0.254 -0.693 0.00
```
Positions in Å, forces in eV/Å.

Output
**E_LUMO**: 0.23548 Ha
**SMILES**: [O-]CCC[S-]
**Charge**: -2
**Frontier orbital gap**: 5.22 eV

---

[3]
Formula: C6H14N3
Source: OMol25
Level of theory: the ωB97M-V functional and the def2-TZVPD basis

XYZ file:
```
23
Properties=species:S:1:pos:R:3:forces:R:3:lowdin_charge:R:1
C -0.3291 -0.9687 -1.8895 0.321 -0.479 0.116 -0.09
C -1.2585 -1.2405 -2.6703 -1.896 -2.483 -2.449 0.14
C 0.7012 -0.9689 0.4016 -0.114 -1.361 0.531 -0.04
C 1.5622 0.2559 -1.7999 2.073 1.450 1.096 -0.01
C -1.5666 -0.5219 1.3482 0.496 -1.244 -1.646 -0.01
C 0.5190 1.7683 2.2495 -2.781 -0.522 0.540 -0.06
N 0.6570 -0.6814 -1.2489 -0.319 -0.412 2.634 -0.01
N -0.1419 -0.1101 1.0751 -2.342 -2.552 -0.215 -0.27
N 0.1076 1.2228 0.9220 1.539 1.334 1.179 -0.10
H -1.3189 -2.1539 -3.2927 0.648 0.465 0.462 0.13
H -2.1277 -0.6853 -2.7916 -1.402 1.307 0.212 0.08
H 0.7130 -2.1187 0.7112 -0.889 2.495 -1.218 0.19
H 1.6971 -0.6692 0.5075 1.532 0.593 0.349 0.09
H 1.1131 1.0563 -2.3561 -0.523 0.578 0.384 0.11
H 2.2972 0.5730 -1.0301 -0.865 0.255 -0.421 0.12
H 2.1373 -0.2340 -2.4954 1.507 -1.382 -1.784 0.08
H -1.7845 -1.5398 0.9022 0.446 1.147 0.025 0.10
H -1.7753 -0.7264 2.3786 -0.004 0.729 0.784 0.07
H -2.2480 0.2022 0.8659 0.204 -0.298 0.537 0.09
H 1.2147 0.9997 2.6276 -0.237 1.030 0.336 0.09
H 0.8474 2.7600 2.1448 1.441 1.056 -0.402 0.05
H -0.3978 2.0075 2.9568 1.520 -1.339 -1.006 0.12
H -0.6183 1.7728 0.4837 -0.357 -0.366 -0.044 0.12
```
Positions in Å, forces in eV/Å.

Output
**E_LUMO**: -0.12789 Ha
**SMILES**: C=C=[N+](C)CN(C)NC
**Charge**: +1
**Frontier orbital gap**: 9.30 eV

---

[4]
Formula: C18H22N4O3S
Source: OMol25
Level of theory: the ωB97M-V functional and the def2-TZVPD basis

XYZ file:
```
48
Properties=species:S:1:pos:R:3:forces:R:3:lowdin_charge:R:1
C 1.2551 3.1990 -0.2635 0.037 0.021 0.004 -0.10
H 1.9086 3.0433 -1.1182 0.053 0.027 0.115 0.07
O -0.0520 2.9378 -0.7174 -0.072 -0.133 -0.077 -0.17
C -1.0668 3.3016 0.1779 -0.187 -0.062 0.163 -0.20
C -1.2184 2.3489 1.3778 0.177 0.706 -0.217 -0.10
N -1.5013 1.0088 0.9462 0.097 -0.537 -0.070 -0.01
C -0.6905 -0.0715 0.9670 -0.195 0.064 0.131 -0.57
N -1.2635 -1.1644 0.4825 -0.202 -0.366 -0.174 0.16
C -2.5000 -0.7710 0.1172 0.167 1.316 0.434 -0.21
C -2.6873 0.5787 0.3844 -0.160 -0.778 -0.306 -0.06
C -3.9236 1.2410 0.1100 0.252 -0.222 0.045 -0.40
O -4.2257 2.4016 0.3016 -0.074 0.269 0.055 0.07
N -4.8320 0.3366 -0.4432 -0.377 0.255 -0.090 0.21
C -4.6911 -1.0077 -0.7359 0.075 -0.065 0.032 -0.47
O -5.5954 -1.6468 -1.2222 -0.321 -0.135 -0.165 0.08
N -3.4648 -1.5585 -0.4318 -0.084 -0.037 -0.031 0.01
C -3.2032 -2.9548 -0.6992 -0.016 -0.282 -0.075 0.00
H -2.8906 -3.4511 0.2191 -0.003 -0.030 -0.040 0.09
H -4.1225 -3.3974 -1.0772 0.116 0.030 0.045 0.09
H -2.4093 -3.0482 -1.4404 -0.009 -0.048 0.012 0.10
H -5.7427 0.7182 -0.6747 0.169 -0.093 0.040 0.17
S 0.9141 -0.0311 1.6195 0.316 0.132 0.218 1.02
C 1.1418 -1.8067 1.9837 -0.344 0.223 -0.197 -0.43
C 1.4021 -2.6788 0.7674 0.237 -0.028 -0.042 -0.26
H 0.6775 -2.4262 -0.0066 0.038 -0.147 0.046 0.08
C 2.8305 -2.5708 0.2263 -0.253 -0.050 0.008 -0.16
C 3.1332 -1.2407 -0.4058 0.207 -0.091 -0.021 -0.27
C 2.5025 -0.8690 -1.5874 0.045 -0.016 0.016 -0.05
C 2.8045 0.3318 -2.2011 -0.057 -0.005 -0.073 -0.08
C 3.7478 1.1782 -1.6423 0.090 0.086 -0.018 -0.12
C 4.3689 0.8260 -0.4573 0.053 0.126 -0.002 -0.09
C 4.0618 -0.3757 0.1561 -0.018 -0.085 -0.039 -0.07
H 4.5570 -0.6480 1.0778 0.056 -0.059 0.092 0.11
H 5.1002 1.4852 -0.0126 0.069 0.056 0.031 0.10
H 4.0035 2.1064 -2.1327 0.005 0.076 -0.032 0.10
H 2.3093 0.6057 -3.1210 -0.041 0.021 -0.081 0.11
H 1.7763 -1.5326 -2.0353 -0.091 -0.075 -0.048 0.12
H 3.5372 -2.7617 1.0376 0.061 -0.054 -0.041 0.11
H 2.9660 -3.3534 -0.5252 0.075 -0.016 0.064 0.12
H 1.2214 -3.7143 1.0685 -0.046 -0.024 -0.038 0.11
H 0.2317 -2.1201 2.4925 0.089 -0.042 0.093 0.08
H 1.9792 -1.8337 2.6811 -0.017 0.005 0.077 0.08
H -0.3055 2.3236 1.9776 -0.143 0.015 0.030 0.10
H -2.0549 2.7044 1.9852 0.147 -0.024 0.028 0.14
H -1.9954 3.2907 -0.3978 0.056 0.065 0.153 0.12
H -0.9015 4.3171 0.5661 -0.038 -0.045 -0.023 0.13
H 1.5593 2.5162 0.5375 0.053 0.040 -0.037 0.05
H 1.3483 4.2334 0.0880 0.010 0.013 0.003 0.09
```
Positions in Å, forces in eV/Å.

Output
**E_LUMO**: 0.01763 Ha
**SMILES**: COCCn1c(SCCCc2ccccc2)nc2c1c(=O)[nH]c(=O)n2C
**Frontier orbital gap**: 8.46 eV

---

[5]
Formula: C31H23N11O2ReS
Source: OMol25
Level of theory: the ωB97M-V functional and the def2-TZVPD basis

XYZ file:
```
69
Properties=species:S:1:pos:R:3:forces:R:3:lowdin_spin:R:1
Re 0.2976 0.0256 -0.3013 -0.279 -0.304 -0.293 2.13
C -0.0354 0.3762 4.0735 -0.022 0.023 0.011 0.00
C -0.3679 0.3867 2.7219 0.055 0.048 0.004 0.03
N 0.5792 0.2268 1.7987 0.015 0.037 -0.035 0.02
C 1.8643 0.0714 2.2081 0.010 -0.035 -0.066 0.02
C 2.1521 0.0670 3.5592 -0.028 0.029 0.083 -0.01
N 1.2099 0.2147 4.4870 0.039 0.005 -0.067 0.02
C 2.8699 -0.1280 1.1414 -0.075 -0.004 0.019 0.02
C 4.2301 -0.2382 1.3126 0.059 -0.041 0.002 0.00
C 5.0538 -0.4204 0.1929 -0.012 -0.030 0.021 0.03
C 4.4611 -0.5045 -1.0709 0.005 -0.025 -0.017 0.00
C 3.0924 -0.3824 -1.1870 -0.040 0.023 -0.048 0.02
N 2.3367 -0.1831 -0.0946 0.112 -0.078 0.095 0.01
C 2.3089 -0.4234 -2.4419 0.017 -0.017 0.076 0.01
C 2.8496 -0.6615 -3.6924 0.004 0.001 -0.089 0.00
N 2.1029 -0.7103 -4.7916 0.021 0.011 0.083 0.01
C 0.8008 -0.5292 -4.6516 -0.028 0.007 -0.030 0.00
C 0.2183 -0.2915 -3.4097 0.009 0.004 -0.015 0.02
N 0.9723 -0.2344 -2.3164 0.090 0.027 -0.014 0.02
C 6.5178 -0.5148 0.3443 -0.034 0.012 0.006 0.00
C 7.2641 -1.3918 -0.4359 -0.043 0.018 0.014 0.01
C 8.6380 -1.4305 -0.2529 0.110 -0.011 0.006 0.00
N 9.2855 -0.6603 0.6174 -0.150 -0.015 -0.021 0.01
C 8.5642 0.1763 1.3571 0.084 0.027 0.035 0.00
C 7.1839 0.2832 1.2683 0.007 -0.047 -0.013 0.01
H -0.8038 0.5015 4.8256 0.001 -0.011 -0.001 0.00
H -1.3823 0.5217 2.3748 -0.007 -0.027 0.008 0.00
H 3.1654 -0.0717 3.9137 -0.005 0.011 0.006 0.00
H 4.6696 -0.2127 2.2994 -0.003 0.024 -0.008 0.00
H 5.0831 -0.6381 -1.9443 -0.006 0.018 0.000 0.00
H 3.9126 -0.8214 -3.8196 -0.004 0.004 -0.006 0.00
H 0.1885 -0.5713 -5.5434 0.000 -0.009 0.005 0.00
H -0.8472 -0.1584 -3.2891 -0.001 0.014 -0.002 0.00
H 6.7945 -2.0641 -1.1424 0.012 0.005 -0.008 0.00
H 9.2467 -2.1145 -0.8322 -0.006 0.003 -0.001 0.00
H 9.1159 0.7949 2.0553 -0.008 0.000 -0.003 0.00
H 6.6562 0.9973 1.8875 0.017 0.013 -0.006 0.00
S -2.0604 -0.0744 -0.5419 0.027 0.022 -0.116 0.18
C -2.2257 1.5047 -1.2525 -0.046 0.298 -0.078 0.06
N -3.3592 1.9905 -1.7867 0.031 -0.118 0.026 0.04
N -4.3888 1.2434 -1.7998 -0.060 0.090 -0.041 0.19
C -5.6363 1.6638 -2.3106 0.134 -0.087 0.048 0.01
C -5.7935 2.9272 -2.8706 -0.028 0.022 0.011 0.04
C -7.0411 3.2746 -3.3522 0.003 0.000 -0.001 0.00
C -8.1038 2.3785 -3.2751 -0.002 0.009 -0.009 0.05
C -7.9274 1.1220 -2.7112 0.021 -0.014 0.014 -0.01
C -6.6857 0.7551 -2.2235 -0.051 0.013 -0.019 0.04
N -1.2244 2.3843 -1.2795 -0.086 -0.191 0.188 -0.06
N -0.0899 2.0291 -0.7707 0.040 0.404 0.139 -0.05
C 0.8171 3.1664 -0.6753 -0.141 -0.177 -0.064 0.01
C 0.3722 4.4431 -1.0174 0.058 0.050 -0.026 -0.01
C 1.2345 5.5199 -0.9077 -0.018 -0.022 -0.001 0.00
C 2.5348 5.3465 -0.4522 0.012 0.017 0.008 -0.01
C 2.9681 4.0803 -0.0988 -0.004 -0.017 -0.002 0.00
C 2.1127 2.9930 -0.2087 0.004 0.071 0.005 0.00
H -4.3377 0.2904 -1.4318 -0.015 0.003 0.030 0.00
H -4.9594 3.6119 -2.9188 0.000 -0.003 -0.007 0.00
H -7.1898 4.2515 -3.7906 -0.001 -0.002 -0.003 0.00
H -9.0744 2.6637 -3.6571 0.000 0.003 0.004 0.00
H -8.7553 0.4298 -2.6495 0.001 0.001 -0.004 0.00
H -6.5351 -0.2209 -1.7764 0.001 -0.001 -0.008 0.00
H -0.6376 4.5915 -1.3638 0.008 0.010 -0.004 0.00
H 0.8820 6.5064 -1.1763 0.000 -0.001 -0.001 0.00
H 3.1999 6.1947 -0.3668 0.000 -0.002 -0.001 0.00
H 3.9756 3.9322 0.2671 -0.001 -0.001 -0.002 0.00
H 2.4760 2.0257 0.0833 0.010 -0.031 0.000 0.00
O 1.2685 -2.5927 1.3075 -0.047 0.055 -0.139 0.04
N 0.6502 -2.9607 0.3721 0.006 -0.061 0.083 0.02
O 0.0744 -1.9610 -0.3616 0.227 -0.054 0.237 0.07
```
Positions in Å, forces in eV/Å.

Output
**E_LUMO (alpha / beta)**: -0.25981 / -0.29009 Ha
**Charge**: +2
**Spin multiplicity**: 4
**Frontier orbital gap (alpha / beta)**: 5.93 / 5.50 eV